No. 1
The following is a quantum chemistry calculation of a molecular structure, C12H14AsBaF6N5S2, from OMol25.

Summary:
energy above the lowest of the compared OMol25 structures with the same formula, charge and spin	0.000	eV
HOMO level (spin up / spin down)	-11.89 / -11.89	eV
net charge	+1
multiplicity	2
energy	-4396.25240	hartree
expectation value of S²	0.7803

Cartesian coordinates (Å):
Ba  0.31  0.65  0.08
C  6.20  -1.34  0.44
C  5.69  0.05  0.03
C  6.19  0.41  -1.38
C  6.11  1.11  1.05
C  4.22  0.00  -0.01
N  3.07  -0.04  -0.06
H  7.29  -1.31  0.48
H  5.90  -2.11  -0.27
H  5.84  -1.62  1.43
H  7.28  0.44  -1.36
H  5.82  1.39  -1.69
H  5.88  -0.34  -2.11
H  7.19  1.15  1.08
H  5.75  0.86  2.05
H  5.73  2.10  0.78
F  -0.53  2.78  -1.22
As  0.16  4.08  -0.17
F  -0.16  2.96  1.20
F  -1.43  4.67  0.01
F  0.87  5.18  0.90
F  0.49  5.00  -1.56
F  1.66  3.16  -0.34
N  0.09  -2.25  0.61
C  0.07  -3.40  0.67
C  0.06  -4.81  0.72
C  -1.09  -5.52  0.33
N  -2.03  -6.10  0.00
C  1.22  -5.48  1.15
N  2.19  -6.01  1.49
S  -2.87  -0.05  -0.12
C  -3.18  1.18  -1.23
N  -3.63  2.38  -0.95
C  -3.67  3.36  -2.03
C  -3.77  2.55  -3.32
S  -2.95  0.97  -2.94
H  -3.72  2.66  0.02
H  -2.76  3.96  -2.01
H  -4.53  4.02  -1.91
H  -3.28  3.03  -4.15
H  -4.80  2.33  -3.59

No. 2
The following is a quantum chemistry calculation of a gas-phase ion, C3H6IN2O (charge +1) in a non-equilibrium geometry, from OMol25.

Summary:
energy above the lowest of the compared OMol25 structures with the same formula, charge and spin	2.226	eV
HOMO level (spin up / spin down)	-14.13 / -14.13	eV
net charge	+1
energy	-600.02400	hartree

Cartesian coordinates (Å):
C  0.69  -0.86  -0.03
C  -0.64  1.07  -0.27
C  -1.69  0.62  0.60
N  0.53  0.56  0.22
N  1.95  -1.39  -0.19
O  -0.19  -1.65  -0.26
I  -3.48  -0.04  -0.10
H  -0.83  0.90  -1.30
H  -0.59  2.21  -0.02
H  -1.58  0.54  1.70
H  1.21  1.15  0.69
H  2.78  -0.88  -0.25
H  1.85  -2.24  -0.79

No. 3
The following is a quantum chemistry calculation of 2 unconnected molecules or ions with the total composition CH4NOS in a non-equilibrium geometry, from OMol25.

Summary:
energy above the lowest of the compared OMol25 structures with the same formula, charge and spin	4.503	eV
HOMO level (spin up / spin down)	-2.52 / -2.58	eV
net charge	-1
energy	-568.58525	hartree

Cartesian coordinates (Å):
C  -0.57  0.67  -0.15
N  0.62  0.07  -0.54
O  0.25  -1.51  0.81
S  2.01  0.58  -0.15
H  -0.62  0.71  0.97
H  -0.86  1.75  -0.65
H  -1.36  -0.12  -0.41
H  0.55  -2.15  0.12

No. 4
The following is a quantum chemistry calculation of a single C18H18N4O6S2 molecule in a non-equilibrium geometry, from OMol25.

Summary:
energy above the lowest of the compared OMol25 structures with the same formula, charge and spin	0.000	eV
HOMO level	-9.06	eV
net charge	0
energy	-2163.56659	hartree
SMILES string	COc1cc(NS(=O)(=O)c2ccc(NS(=O)(=O)c3ccccc3)cc2)nc(OC)n1

Cartesian coordinates (Å):
C  -3.14  -3.03  -2.71
H  -4.20  -3.23  -2.57
H  -2.83  -3.32  -3.72
H  -2.57  -3.59  -1.96
O  -2.87  -1.64  -2.61
C  -3.20  -1.06  -1.46
N  -3.75  -1.80  -0.50
C  -4.06  -1.17  0.63
N  -3.84  0.10  0.90
C  -3.28  0.83  -0.07
C  -2.95  0.30  -1.30
H  -2.53  0.90  -2.09
N  -3.03  2.16  0.23
H  -3.31  2.43  1.16
S  -1.59  2.88  -0.29
O  -1.44  4.02  0.56
O  -1.64  3.07  -1.70
C  -0.39  1.63  0.12
C  0.18  0.86  -0.87
C  1.05  -0.15  -0.53
C  1.35  -0.40  0.81
C  0.76  0.39  1.80
C  -0.12  1.40  1.46
H  -0.58  2.02  2.21
H  0.99  0.20  2.84
N  2.23  -1.41  1.15
S  3.54  -1.86  0.17
O  4.35  -2.66  1.04
O  3.06  -2.42  -1.05
C  4.32  -0.29  -0.14
C  4.97  0.34  0.91
C  5.54  1.59  0.70
C  5.45  2.18  -0.55
C  4.81  1.54  -1.59
C  4.24  0.29  -1.39
H  3.75  -0.24  -2.19
H  4.75  2.00  -2.57
H  5.89  3.16  -0.71
H  6.05  2.09  1.51
H  5.03  -0.16  1.86
H  2.41  -1.54  2.13
H  1.49  -0.79  -1.28
H  -0.05  1.08  -1.90
O  -4.63  -1.94  1.55
C  -4.99  -1.30  2.77
H  -4.10  -0.91  3.27
H  -5.68  -0.48  2.58
H  -5.46  -2.07  3.37

No. 5
The following is a quantum chemistry calculation of a gas-phase ion, C10H10NO2S (charge +1) in a non-equilibrium geometry, from OMol25.

Summary:
energy above the lowest of the compared OMol25 structures with the same formula, charge and spin	3.698	eV
HOMO level (spin up / spin down)	-13.70 / -13.86	eV
net charge	+1
energy	-990.03694	hartree

Cartesian coordinates (Å):
C  -3.12  0.68  0.02
C  -3.70  0.97  -1.20
C  -1.85  0.12  -0.10
C  -1.44  -0.04  -1.46
C  -1.10  -0.32  1.19
C  -0.33  -0.49  -2.08
C  1.65  -1.15  -0.77
C  1.32  -0.30  0.47
C  2.43  -0.72  1.49
C  1.44  1.20  0.18
N  0.13  -0.67  1.09
O  -1.86  -0.36  2.13
O  0.82  -0.88  -1.96
S  -2.74  0.54  -2.51
H  -3.59  0.86  0.97
H  -4.67  1.42  -1.35
H  2.67  -0.96  -1.11
H  1.53  -2.22  -0.57
H  2.30  -1.76  1.78
H  2.32  -0.10  2.37
H  3.41  -0.57  1.06
H  2.46  1.46  -0.09
H  1.16  1.77  1.07
H  0.77  1.50  -0.62

No. 6
The following is a quantum chemistry calculation of a single C4H5NO molecule, from OMol25.

Summary:
energy above the lowest of the compared OMol25 structures with the same formula, charge and spin	3.143	eV
HOMO level	-10.27	eV
net charge	0
energy	-285.29909	hartree

Cartesian coordinates (Å):
C  0.83  -0.53  -1.41
C  -0.38  -0.38  -0.52
C  -1.65  -0.62  -0.51
C  -0.08  0.00  0.96
O  0.79  -0.60  1.56
N  -0.76  1.06  1.44
H  1.36  0.43  -1.48
H  0.55  -0.85  -2.42
H  1.50  -1.26  -0.97
H  -0.60  1.32  2.40
H  -1.56  1.44  0.95